[1]
DFT (the ωB97M-V functional and the def2-TZVPD basis) results for C32H51AsIrN4O4S2 as an isolated structure at a distorted geometry.

Geometry as XYZ:
```
95
Properties=species:S:1:pos:R:3
H 2.60 3.32 -3.15
C 0.14 1.48 2.27
H 2.05 -4.37 1.34
C -0.15 -1.63 3.80
H 3.22 3.36 4.46
H -0.92 3.82 -5.05
C -4.22 1.56 -0.44
N 1.86 1.94 3.70
H -4.67 -0.05 -2.28
C 1.19 4.33 0.45
H 1.55 -2.68 1.28
H 3.82 0.61 1.48
H -4.79 2.22 -1.09
H -0.65 -0.88 -4.79
H -3.50 -0.60 1.01
H -5.47 -1.95 -0.90
C 0.43 2.10 3.62
H -0.10 1.59 4.43
S 2.97 -1.61 -1.49
O -0.63 -1.60 0.80
H -1.53 2.80 -2.89
N 1.30 1.06 1.73
C -0.54 2.63 -3.31
H 2.24 4.05 0.45
C -4.48 -1.86 -0.46
O -1.97 0.96 -1.08
H 0.64 3.71 1.15
H 0.72 -1.72 -6.65
O 2.04 -0.85 -0.57
Ir 0.14 0.36 -0.25
H -4.22 -2.83 -0.04
C -3.19 0.79 -1.20
C -2.27 -2.77 4.10
O -0.93 1.33 1.69
H 3.51 -3.69 -0.42
C 0.92 -1.12 -3.33
H 1.09 4.89 -1.64
H -5.10 -1.20 1.45
C -1.25 -2.31 3.29
H 0.62 -1.27 3.13
H 2.93 -3.91 -2.07
C 2.47 2.36 -2.63
H 0.82 -1.00 5.59
H -2.43 -1.63 -1.22
C 0.58 4.22 -0.94
C 3.62 2.13 -1.66
C -0.04 -4.11 1.51
H 4.31 1.34 2.98
H 0.32 -0.74 -2.49
C -3.46 -1.55 -1.59
N 3.57 1.05 2.35
H 0.60 -3.08 -1.01
C 2.73 -3.41 -1.13
H -3.61 -2.23 -2.43
H 3.38 1.73 5.15
C -4.51 -0.79 0.63
C 2.31 1.35 2.59
H -0.48 -4.92 0.92
H 4.01 -2.35 -4.01
C 2.45 -2.10 -5.45
H -0.15 4.72 -3.76
C 1.30 -3.69 0.94
H 1.12 5.37 0.79
H 3.44 1.25 -1.05
H 0.13 3.16 3.65
H -5.58 1.02 1.12
H -3.72 2.18 0.31
H -3.13 -3.27 3.69
C 1.35 -3.75 -0.59
C 2.99 -2.04 -4.18
C -2.16 -2.60 5.47
C -5.18 0.54 0.23
C -1.06 -1.94 6.00
H 1.10 -4.76 -0.91
C 1.14 -1.68 -5.66
H 0.04 -4.45 2.54
H 2.44 1.57 -3.39
As 0.69 2.41 -1.75
C 0.38 -1.19 -4.61
H 0.79 3.57 -4.75
H -0.55 1.67 -3.84
C -0.05 -1.47 5.17
C 2.21 -1.57 -3.13
S -1.29 -2.73 1.51
N -3.70 -0.20 -1.99
H -2.94 -2.99 6.12
H -6.03 0.33 -0.41
H 3.04 -2.47 -6.27
H 2.01 2.75 5.60
H -1.01 -1.76 7.07
C 2.67 2.47 4.78
H -0.48 4.49 -0.91
C -0.16 3.75 -4.26
H 3.76 3.00 -1.01
H 4.55 1.99 -2.21
```

Multiplicity = 2
Total charge = +4
Energy = -133467.278 eV
HOMO (spin up / spin down) = -19.06 / -18.85 eV

[2]
DFT (the ωB97M-V functional and the def2-TZVPD basis) results for C32H51BF2N5OP2PbS2Se as an isolated structure.

Geometry as XYZ:
```
98
Properties=species:S:1:pos:R:3
H 5.58 1.49 -1.77
H 0.61 1.62 4.83
H -5.90 -2.80 -3.78
C 3.29 3.13 3.37
C 0.93 0.53 -4.36
H -3.86 -0.44 2.10
H 2.15 -2.88 -1.16
H 1.85 -0.28 2.41
C -3.38 -0.77 -2.68
H 2.78 2.65 5.40
N -2.53 -1.60 -2.14
H -2.84 -1.09 4.29
C 3.85 -0.32 -2.73
H 3.29 1.86 -4.55
C -2.85 -2.92 -2.18
H 2.59 3.23 -0.60
B -0.29 1.94 0.78
N -2.06 -3.84 -1.68
C 4.58 1.92 -1.87
H -4.42 -1.98 1.47
C 1.06 -2.98 -1.22
H -3.10 0.28 -2.64
C -4.26 3.06 -1.31
H 3.52 3.61 1.30
H 1.01 3.56 -1.31
H -3.41 -3.97 1.80
H 4.23 3.59 3.64
H 2.08 2.89 -5.31
H -0.01 0.13 -3.97
C -2.40 -3.56 1.89
C -2.58 3.44 0.36
C 0.88 1.95 2.71
H -1.91 -3.62 0.92
H 1.95 -1.76 1.42
H 3.43 0.90 0.47
H 1.69 -0.25 -4.27
N 0.99 2.50 0.50
C 1.32 1.82 -3.61
H -5.14 3.61 -1.62
H -3.86 -2.49 3.98
H 0.47 -3.81 1.97
C -2.47 -2.11 2.39
C 2.48 2.59 4.36
H 4.47 2.67 -1.08
O -3.74 3.76 -0.18
C -3.54 -1.35 1.59
H 2.73 -1.68 3.01
C 0.53 -1.52 4.56
Se -2.81 -5.39 -1.97
H -0.42 -1.76 5.04
C 1.68 2.55 1.72
H -1.85 -4.19 2.59
F 0.73 -4.01 -0.37
C 1.26 1.99 4.05
C -2.85 -2.10 3.88
C 0.63 -3.46 2.99
H 4.80 -0.81 -2.46
H 1.32 -2.06 5.10
C 0.58 -1.93 3.09
H -3.53 3.03 -2.12
H -2.19 -2.74 4.47
P 1.73 1.26 -1.84
H 3.07 -1.09 -2.72
H -5.25 -0.38 -3.68
S -1.79 1.99 -0.32
H 3.96 0.06 -3.75
H 4.52 2.41 -2.83
H 3.06 -0.69 -0.22
H -0.68 2.38 -2.92
H -3.19 -1.09 0.59
H 2.81 3.40 -3.79
F 0.80 -3.44 -2.50
C 3.56 0.79 -1.72
C -1.16 0.48 2.71
H 4.73 -0.13 -0.15
Pb -0.27 -0.95 -0.87
C 1.60 2.82 -0.78
H 0.35 3.76 -3.32
C -4.61 -1.15 -3.28
C -4.07 -3.41 -2.80
H 0.79 0.74 -5.42
H -1.05 0.46 3.80
N -4.21 -4.73 -2.77
H -0.33 2.78 -4.61
H -2.19 0.74 2.48
H -0.10 -3.93 3.64
H 0.73 -0.46 4.69
H -4.54 2.04 -1.03
C 3.69 0.19 -0.31
C 2.90 3.12 2.04
P -0.83 -1.26 2.03
C 1.85 -1.37 2.44
N -0.28 1.46 2.12
C 0.09 2.74 -3.60
C 2.45 2.53 -4.35
S -1.94 4.35 1.55
C -4.97 -2.47 -3.34
H 1.62 -3.80 3.30
```

Energy relative to the best compared isomer or geometry (same formula, charge and spin) = 21.8 kcal/mol
Total charge = +1
Energy = -160459.304 eV
HOMO = -10.02 eV